1.
{
  "formula": "C3H10N3S",
  "method": "ωB97M-V with the def2-TZVPD basis set",
  "symbols": ["C", "C", "C", "N", "N", "N", "S", "H", "H", "H", "H", "H", "H", "H", "H", "H", "H"],
  "xyz": [[-1.907144, 0.462720, 0.638455], [-1.140681, -1.001079, -0.751236], [3.025415, 0.206621, 0.045185], [-1.689170, -1.043741, 0.489524], [-0.732795, 1.115016, 0.045337], [-0.018258, 0.065219, -0.550782], [1.325159, -0.825087, 0.608068], [-2.774115, 0.932336, 0.190831], [-2.058084, 0.657657, 1.675559], [-0.842666, -1.992060, -1.121055], [-1.807301, -0.476999, -1.357754], [3.674497, 0.004251, 0.997741], [2.929401, 1.245583, -0.145187], [3.124797, -0.246820, -0.927568], [-1.032522, -1.360845, 1.167170], [-0.485192, 1.998996, 0.438404], [0.408665, 0.258234, -1.442695]],
  "forces_ev_per_a": [[-0.3547, -0.9751, 1.5786], [1.4062, -1.2338, -0.4719], [-1.3343, -2.1350, 2.0892], [-2.5740, 3.0813, 0.7578], [-1.4187, -2.0623, -1.0781], [2.0201, -0.3883, 1.4886], [0.8408, 2.5408, -1.7098], [-0.5577, -0.9995, -0.6566], [0.4869, 0.2924, 0.9776], [0.6785, 0.7279, -0.1568], [-1.0192, 0.3576, -1.7289], [-0.8843, 0.0526, -2.4120], [-0.7265, 1.0860, 0.5286], [1.1816, -0.6239, 0.2423], [0.2083, -0.4002, 0.9214], [1.6323, -0.0008, -0.0873], [0.4146, 0.6804, -0.2828]],
  "mulliken_charge": [-0.428, -0.465, -0.794, -0.319, -0.235, -0.122, 0.075, 0.284, 0.361, 0.325, 0.406, 0.346, 0.316, 0.331, 0.300, 0.243, 0.374],
  "smiles": "CS[N@H+]1CNCN1",
  "lumo_energy_ha": -0.165,
  "homo_energy_ev": -13.8,
  "total_charge": 1,
  "relative_energy_kj_mol": 462.8
}


2.
{
  "formula": "C3H10N3S2",
  "method": "ωB97M-V with the def2-TZVPD basis set",
  "symbols": ["C", "C", "C", "N", "N", "N", "S", "S", "H", "H", "H", "H", "H", "H", "H", "H", "H", "H"],
  "xyz": [[0.676596, -2.468269, 0.933955], [0.552473, -0.094292, 1.944250], [-1.452839, 1.775014, -1.050740], [1.136128, -1.297742, 0.167557], [0.928243, -0.107983, 0.700713], [0.019113, 1.540125, -1.144007], [0.740148, -1.663641, 2.749065], [-2.189812, 0.141193, -1.063244], [-0.380971, -2.667585, 0.851902], [1.365661, -3.296093, 0.771646], [0.053646, 0.798524, 2.408835], [-1.689314, 2.404385, -0.141149], [-1.830020, 2.405787, -1.825587], [2.097019, -1.472527, -0.209190], [-1.495394, -0.335975, -2.083798], [0.453323, 2.396431, -0.863314], [0.224075, 1.260145, -2.096318], [0.791925, 0.682504, -0.050575]],
  "forces_ev_per_a": [[0.5761, 2.5824, 1.7153], [-0.1232, -0.5145, 0.2012], [0.8195, 0.1221, 1.1199], [1.7990, -4.0032, -2.1959], [-0.8934, 1.8830, 1.6446], [-0.8121, 0.5593, 0.3307], [-0.4218, 0.2139, -1.3524], [-1.1661, -0.1062, 0.8806], [-0.0701, -0.2563, -0.5277], [-0.3198, 0.0391, 0.3056], [1.0627, -0.9104, -0.4235], [0.2135, -1.3543, -0.5196], [-0.0644, 0.1384, -0.9625], [-1.0876, 0.7322, 0.5117], [0.2436, 0.0294, -0.4419], [0.7075, 0.7842, -0.6833], [0.4255, 0.4086, 0.0037], [-0.8889, -0.3478, 0.3933]],
  "mulliken_charge": [-0.415, 0.003, -0.518, -0.388, 0.105, -0.642, -0.050, -0.177, 0.280, 0.380, 0.359, 0.309, 0.385, 0.296, 0.134, 0.293, 0.274, 0.373],
  "lumo_energy_ha": -0.151,
  "homo_energy_ev": -12.8,
  "total_charge": 1,
  "relative_energy_kj_mol": 272.6
}


3.
{
  "formula": "C3H10N4",
  "method": "ωB97M-V with the def2-TZVPD basis set",
  "symbols": ["C", "C", "C", "N", "N", "N", "N", "H", "H", "H", "H", "H", "H", "H", "H", "H", "H"],
  "xyz": [[-0.610988, 0.297826, -1.258122], [1.199439, 1.584010, 1.020267], [0.294282, -0.802929, -1.735983], [-1.457300, -0.698971, 0.561221], [-1.075837, -1.576751, 1.498800], [-0.663482, 0.349322, 0.474512], [0.360143, 0.430393, 1.240879], [-1.791953, -2.241441, 1.742862], [-0.315696, -1.272873, 2.106252], [-0.205871, 1.290442, -1.423053], [-1.638265, 0.217942, -1.597418], [0.624961, 2.504406, 0.857415], [1.815821, 1.716195, 1.909902], [1.873579, 1.442317, 0.166982], [-0.205696, -1.769534, -1.707051], [1.180722, -0.860607, -1.093861], [0.616141, -0.609747, -2.763604]],
  "forces_ev_per_a": [[0.4464, 1.3494, 1.6913], [-0.1835, 0.0917, -0.0935], [0.1274, -0.1228, 0.4360], [0.0973, 0.0733, 0.4055], [0.0566, 0.7050, -0.0580], [-1.2028, -2.2592, -2.9149], [0.6948, -0.2464, 0.6008], [0.2340, 0.1601, 0.1589], [-0.2821, -0.1211, 0.0532], [0.0304, 0.0493, -0.4154], [0.0173, 0.0926, 0.3107], [0.0589, 0.0121, 0.0225], [-0.0213, 0.0426, -0.0904], [0.0606, 0.0720, -0.0722], [-0.0195, 0.0119, 0.0345], [-0.0781, 0.0082, -0.1819], [-0.0363, 0.0812, 0.1128]],
  "mulliken_charge": [-0.273, -0.812, -1.018, -0.580, -0.271, 0.803, -0.825, 0.235, 0.288, 0.328, 0.322, 0.288, 0.304, 0.253, 0.318, 0.301, 0.340],
  "lumo_energy_ha": [0.035, 0.035],
  "homo_energy_ev": [-7.1, -7.1],
  "relative_energy_kj_mol": 413.3
}


4.
{
  "formula": "C3H10N4",
  "method": "ωB97M-V with the def2-TZVPD basis set",
  "symbols": ["C", "C", "C", "H", "H", "H", "H", "H", "H", "H", "H", "H", "H", "N", "N", "N", "N"],
  "xyz": [[2.212943, -0.830176, -0.430970], [1.234612, 1.372250, 0.243467], [-1.036164, -0.598879, 0.437876], [2.223123, -1.184700, 0.802632], [1.589941, -1.648365, -0.911297], [3.017700, -0.278559, -1.126495], [0.223474, 2.067100, -0.938680], [0.722759, 1.294066, 1.791778], [2.842040, 1.557349, 0.017397], [-1.484288, -0.994685, 1.565678], [-1.165976, 0.120714, -1.395820], [-3.423265, -0.663629, -0.710881], [-3.296929, 0.162412, 1.184986], [0.937131, 0.018158, -0.342457], [0.233618, -0.565351, 0.606431], [-1.693334, -0.062160, -0.503965], [-3.137385, 0.234458, -0.289674]],
  "forces_ev_per_a": [[-2.5941, -0.1602, 1.0719], [0.0809, 0.3747, -1.5861], [2.0655, -1.8557, 7.2210], [1.3622, 0.9902, -3.4796], [2.2099, -0.0323, 0.0335], [-1.6296, -1.6590, 2.0415], [2.7652, -0.5571, 3.4654], [1.5163, 0.4365, -4.2750], [-4.5476, 0.0913, 0.6942], [0.2942, 0.9725, -3.8329], [-1.2213, 0.3349, 1.2794], [-1.3539, 0.4421, 1.0573], [0.6173, -0.1184, -5.5716], [4.2387, 3.0722, -1.0422], [-2.2568, -3.0222, 2.6604], [-2.7701, 1.7435, -2.5995], [1.2231, -1.0529, 2.8624]],
  "mulliken_charge": [-0.906, -0.518, -0.082, 0.300, 0.281, 0.376, 0.143, 0.214, 0.173, 0.209, 0.328, 0.291, 0.318, 0.159, -0.648, 0.056, -0.695],
  "lumo_energy_ha": -0.003,
  "homo_energy_ev": -8.1,
  "relative_energy_kj_mol": 1412.8
}


5.
{
  "formula": "C3H10N4",
  "method": "ωB97M-V with the def2-TZVPD basis set",
  "symbols": ["C", "C", "C", "N", "N", "N", "N", "H", "H", "H", "H", "H", "H", "H", "H", "H", "H"],
  "xyz": [[0.293459, -0.007234, 0.703504], [-1.069201, -0.072482, 0.003956], [1.084080, -0.824376, -0.242254], [0.776751, 1.324037, 0.849751], [-1.219382, 0.667554, -1.040829], [-2.076374, -0.832181, 0.394750], [2.073918, -0.290983, -0.844768], [0.237924, -0.631891, 1.656758], [0.995983, -1.896959, -0.260905], [1.573656, 1.197309, 1.392069], [-0.750291, 1.627307, -1.246320], [-2.149315, 0.709247, -1.383899], [-2.031541, -1.572631, 1.098703], [-2.873452, -0.990672, -0.180238], [0.204642, 1.802071, 1.532641], [2.106830, 0.664274, -1.210308], [2.822321, -0.872384, -1.222614]],
  "forces_ev_per_a": [[-2.2806, -1.4906, 0.3766], [-0.7720, -0.1217, 1.6928], [2.0394, 0.3381, 0.7672], [-1.3597, -0.0446, -0.6004], [0.6381, 3.5755, -1.5618], [1.1426, -1.0633, 0.7512], [0.4656, -0.5583, -1.4731], [0.0254, 0.5491, -0.9637], [0.0125, -0.4092, 0.1597], [2.5552, 0.2268, 0.8569], [-0.3420, -2.4834, 0.8401], [-0.9802, -0.0739, -0.8122], [0.5165, 0.5849, 0.0474], [-0.7766, 0.3537, -0.6932], [-0.6563, 0.4847, -0.1427], [0.0975, 0.3666, 1.1902], [-0.3253, -0.2346, -0.4347]],
  "mulliken_charge": [0.282, 0.372, -0.211, -0.714, -0.353, -0.357, -0.162, 0.427, 0.427, 0.270, 0.362, 0.237, 0.286, 0.236, 0.279, 0.309, 0.309],
  "smiles": "NC(=[NH2+])[C@H](N)C=[NH2+]",
  "lumo_energy_ha": -0.360,
  "homo_energy_ev": -19.7,
  "total_charge": 2,
  "relative_energy_kj_mol": 104.3
}


6.
{
  "formula": "C3H10N4O",
  "method": "ωB97M-V with the def2-TZVPD basis set",
  "symbols": ["C", "C", "C", "H", "H", "H", "H", "H", "H", "H", "H", "H", "H", "N", "N", "N", "N", "O"],
  "xyz": [[2.004987, -1.278566, 0.221174], [1.422048, 0.020598, -0.076332], [-0.994067, 0.553047, -0.048115], [1.985421, -1.940060, -0.684684], [1.559763, -1.740200, 1.146301], [3.061987, -1.228413, 0.543382], [1.365206, 0.810186, 0.685689], [1.952394, 0.531339, -0.917759], [-0.328893, -1.130664, -0.753445], [-1.360104, 2.248624, 0.962479], [-0.183208, 3.034845, -0.965310], [-3.247065, -1.379426, -0.523682], [-2.378829, -1.749069, 0.729630], [0.034113, -0.162933, -0.546429], [-0.602117, 1.798051, 0.444454], [-2.234997, 0.148092, 0.132437], [-2.324860, -1.259464, -0.143387], [0.268227, 2.724020, -0.206409]],
  "forces_ev_per_a": [[1.4416, -2.1174, 1.4595], [-1.0297, 2.4006, -1.9345], [-0.0906, 0.1141, 0.0885], [-0.2198, 0.3384, 1.0046], [-0.1438, 0.0742, -1.2045], [-0.2493, 0.3250, -0.4986], [0.3826, -0.7894, 0.2965], [-0.0217, -0.4864, 0.5748], [0.8508, 1.2771, 0.2003], [0.4263, 0.1086, -0.4885], [-0.9202, 0.4940, -1.4209], [-0.2940, -0.0641, -0.3686], [0.1230, -0.2021, 0.7310], [-0.8013, -1.8180, -0.4329], [-1.1230, 0.8511, 1.1115], [1.6175, 1.0945, -0.1150], [0.0020, 0.0566, -0.4695], [0.0496, -1.6567, 1.4663]],
  "mulliken_charge": [-1.257, -0.226, 0.415, 0.315, 0.295, 0.386, 0.407, 0.220, 0.455, 0.269, 0.321, 0.249, 0.173, -0.255, -0.277, -0.657, -0.470, -0.363],
  "smiles": "CCN/C(=N\\N)NO",
  "lumo_energy_ha": 0.034,
  "homo_energy_ev": -8.2,
  "relative_energy_kj_mol": 396.1
}